one) A single C2H4N2S molecule. Source: OMol25; level of theory: ωB97M-V/def2-TZVPD.

The calculation puts the HOMO energy at -9.85 eV. The charge is 0. For the gap between HOMO and LUMO, the calculation gives 10.169 eV.

Last column: Mulliken charge in e.
CARTESIAN COORDINATES (ANGSTROEM)
C 0.13840 0.23520 0.20073  -0.84
N 0.65740 -0.98862 -0.41436  -0.38
S 2.27618 -1.25868 0.07905  0.03
C 2.85320 0.46216 0.06499  0.30
N 3.33825 1.50634 0.00483  -0.40
H 0.72772 1.15891 -0.11882  0.30
H -0.87035 0.37454 0.05093  0.31
H 0.46397 0.11715 1.23353  0.36
H 0.83780 -0.99356 -1.43799  0.31



two) 2 unconnected molecules or ions with the total composition C2H4N2S. Source: OMol25; level of theory: ωB97M-V/def2-TZVPD.

The calculation puts the HOMO energy (spin up / spin down) at -10.95 / -8.34 eV. The charge is 0. For the gap between HOMO and LUMO (spin up / spin down), the calculation gives 9.852 / 7.515 eV.

Last column: Mulliken charge in e.
CARTESIAN COORDINATES (ANGSTROEM)
C -0.33465 -1.32891 0.63429  0.38
C -0.74285 -0.00572 0.66089  -0.42
N -0.03114 -2.43049 0.50325  -0.35
N 1.77756 0.69374 -0.18565  -0.51
S -1.79847 0.81381 -0.34637  -0.08
H -0.12137 0.78666 1.24547  0.35
H 1.54445 1.59343 -0.55215  0.25
H 1.70550 0.10801 -0.92650  0.25
H -1.99904 -0.23053 -1.03322  0.14



Ranking the structures above by energy, one) is first and the second is 2.660 eV behind.